Here is a molecular structure, C31H40Br2F5N6O3PRb from OMol25. Energies are from ωB97M-V with the def2-TZVPD basis set.

```
89
Properties=species:S:1:pos:R:3:forces:R:3:mulliken_charge:R:1
Rb 1.006829 -1.841305 1.315872 -0.023 0.396 0.191 0.743
C -3.130847 -1.741814 0.233320 -1.171 -2.158 0.062 -0.500
C -3.120980 -0.336148 0.699114 0.714 -0.245 0.352 0.618
C -4.160639 0.566006 0.427776 -1.204 -1.256 0.250 -1.026
C -4.114937 1.839232 0.918032 1.371 0.034 -0.385 -1.124
C -2.941186 2.315194 1.581049 0.183 -2.631 -0.226 0.910
C -2.681818 3.614813 2.035993 0.573 -0.783 -0.753 0.045
Br -3.831141 5.041517 1.586720 -0.323 0.203 -0.002 -0.239
C -1.463226 3.892471 2.579566 -0.210 -0.441 0.833 -0.220
C -0.477124 2.927429 2.886637 -1.100 -0.716 -0.668 -0.168
Br 0.961106 3.259400 4.039123 0.352 0.413 0.022 -0.228
C -0.633681 1.578692 2.460743 0.450 -1.048 0.211 -0.193
O 0.209672 0.612471 2.633600 -1.033 1.698 0.017 -0.515
C -1.920359 1.282494 1.797022 -0.012 0.656 -0.458 -0.175
N -2.019678 -0.007764 1.348263 -0.683 1.460 0.213 0.091
H -3.099494 -2.518957 1.056579 0.186 1.117 -0.464 0.178
H -2.235776 -1.941596 -0.355524 -0.106 -0.113 -0.225 -0.156
H -4.062127 -2.056741 -0.313234 0.916 0.620 0.101 0.387
H -5.069255 0.088588 -0.037138 0.959 1.068 0.270 0.328
H -4.872739 2.511787 0.624603 -0.883 0.792 0.123 0.429
H -1.462934 4.904622 2.876089 1.134 1.057 0.604 0.514
N 2.369242 -0.523571 4.246716 -0.969 -0.523 0.619 -0.387
C 2.058806 -0.692849 5.700822 -0.508 0.747 -1.484 -0.609
C 1.198589 -1.887196 6.022222 0.405 -1.020 -1.669 -0.536
C -0.303223 -1.854617 5.645575 0.080 0.179 2.800 -0.717
N -0.676587 -1.902159 4.289906 0.177 0.554 -1.861 -0.004
H 3.049088 0.197183 4.185232 0.966 0.588 -0.081 0.261
H 1.580938 -0.074540 3.770258 -0.148 -0.233 0.128 0.117
H 1.543283 0.150463 6.099171 -0.842 1.218 0.134 0.335
H 2.986843 -0.591893 6.222268 0.804 -0.929 0.496 0.471
H 1.250807 -2.035346 7.084067 0.029 -0.394 0.635 0.379
H 1.639040 -2.732338 5.460418 -0.072 -0.053 0.559 0.166
H -0.693172 -0.979846 6.217265 -0.171 -0.089 -0.365 0.301
H -0.766124 -2.732809 6.174727 0.450 0.610 -0.523 0.355
H -0.647165 -0.995223 3.785052 -0.077 -0.718 0.462 -0.099
H -1.566919 -2.356948 4.158267 -0.011 0.173 -0.113 0.199
O 2.227358 0.060004 -0.651367 -0.302 -0.371 0.629 -1.063
P 1.846193 0.875446 -1.815625 -0.204 0.770 0.482 -0.537
N 1.015009 0.012098 -2.921537 0.028 -0.628 0.532 0.612
C -0.169768 -0.664129 -2.387930 -1.135 -0.044 -1.983 0.021
C -1.133030 -0.459274 -3.616805 -1.063 -0.243 -0.322 -0.479
C -0.165445 -0.807077 -4.769658 0.604 -0.054 2.914 -1.042
C 1.063499 -0.037221 -4.373146 2.332 1.843 -0.175 -0.218
N 3.224899 1.496967 -2.457004 0.267 -0.533 -0.658 0.332
C 4.275946 0.524240 -2.784864 1.266 -1.505 0.574 -0.466
C 5.372457 1.362872 -3.483306 0.346 0.826 1.653 -0.659
C 4.494075 2.406463 -4.204124 0.393 -0.407 0.240 -0.817
C 3.424730 2.768675 -3.121411 1.386 0.863 -1.273 -0.191
N 0.877166 2.178566 -1.494899 -0.184 -0.066 -0.903 1.019
C 1.218300 3.079239 -0.423588 1.134 0.487 1.770 -0.143
C 0.351745 4.349387 -0.572487 -0.273 -0.195 -0.298 -0.423
C -0.805235 3.853730 -1.460413 0.291 0.052 -1.339 -0.683
C -0.196142 2.742314 -2.366637 0.401 -0.516 1.594 0.114
H -0.509864 -0.233451 -1.468648 -0.212 0.449 0.540 -0.329
H -0.041221 -1.747927 -2.224408 0.100 0.293 -0.034 0.087
H -1.605476 0.563336 -3.812777 1.115 -1.021 0.687 0.276
H -2.025127 -1.106174 -3.607581 0.487 -0.164 0.162 0.409
H -0.488856 -0.570818 -5.704551 -1.041 0.613 -2.672 0.537
H 0.117264 -1.844445 -4.710685 -0.248 -0.618 -0.095 0.313
H 1.129370 1.038600 -4.740069 -0.470 -1.095 -0.037 0.215
H 2.045738 -0.485988 -4.702915 -1.027 0.110 0.102 0.171
H 3.980109 -0.290371 -3.475396 -0.495 0.608 -0.226 0.226
H 4.595668 -0.149836 -1.906881 -0.261 1.723 -0.768 0.228
H 6.060377 0.740915 -4.074685 -0.390 0.352 -0.047 0.387
H 5.999185 1.913983 -2.691448 -0.774 -0.814 -1.035 0.238
H 3.973474 1.904193 -4.984440 -0.694 -0.779 -0.716 0.303
H 5.012841 3.182077 -4.779055 0.061 0.364 0.871 0.424
H 2.558351 3.168849 -3.693160 0.221 -0.197 0.920 0.073
H 3.889755 3.545322 -2.449343 -0.854 -0.573 -0.371 0.265
H 2.290924 3.442009 -0.403325 -0.783 -0.803 -0.213 0.241
H 1.045311 2.509213 0.529767 0.151 0.935 -0.529 -0.330
H 0.905362 5.184964 -1.106496 -0.532 -0.976 0.804 0.357
H 0.004757 4.657396 0.434416 0.219 0.165 -0.724 0.227
H -1.167354 4.585337 -2.172963 -0.079 0.652 0.112 0.475
H -1.690482 3.549095 -0.926698 -0.050 -0.537 0.497 0.100
H 0.283336 3.179909 -3.240684 -0.316 0.098 -0.396 0.254
H -0.920644 1.951904 -2.638833 0.464 0.640 0.065 -0.446
F -4.312935 -7.355324 0.435500 -0.741 -0.704 -0.030 -0.336
C -3.260077 -6.564170 0.278640 0.970 1.058 0.544 0.443
C -2.358866 -6.332670 1.315081 -0.080 -0.240 -1.548 0.363
F -2.350141 -7.106356 2.385944 -0.543 -0.627 1.048 -0.333
C -1.322646 -5.438406 1.196523 -0.715 0.125 -0.366 0.092
F -0.573051 -5.394016 2.285450 1.441 0.574 0.892 -0.391
C -1.086196 -4.626876 0.062599 -0.663 -0.629 -0.618 0.397
O -0.188157 -3.767785 -0.130599 0.785 0.435 0.534 -0.855
C -2.008821 -4.923573 -0.981045 0.325 -0.005 0.716 0.236
F -1.789039 -4.250903 -2.122678 -0.517 0.019 -0.445 -0.366
C -3.065065 -5.796136 -0.852123 -0.266 0.352 -0.917 0.091
F -3.952643 -5.852836 -1.873829 -0.074 -0.296 0.048 -0.349
```
Forces are in eV/Å.

- E_LUMO: 2.1472 eV
- Max |F|: 0.05790 hartree/bohr
- Total energy: -211499.47166 eV
- Energy above the lowest of the compared OMol25 structures with the same formula, charge and spin: 24.5 kcal per mole
- Charge: -1
- HOMO energy: -4.566 eV
- Multiplicity: 1